<a>
Molecular formula: C26H29Cl5N2PSSn
Method: DFT, ωB97M-V with the def2-TZVPD basis set

Computed properties:
- Kohn-Sham gap (eV) = 7.581
- total charge = +1
- highest occupied orbital energy (eV) = -11.06

CARTESIAN COORDINATES (ANGSTROEM)
Sn1 -1.6011 -0.7626 -0.2157
Cl1 -0.9668 1.0892 2.9871
C1 -1.5037 -0.5448 3.1214
C2 -1.6532 -1.2945 1.9636
C3 -2.0736 -2.6116 2.1165
Cl2 -2.2526 -3.5366 0.6601
C4 -2.3479 -3.1871 3.3479
Cl3 -2.8655 -4.8184 3.4615
C5 -2.1903 -2.4056 4.4941
Cl4 -2.5213 -3.0750 6.0332
C6 -1.7569 -1.0825 4.3823
Cl5 -1.5360 -0.1322 5.7937
N1 -5.4622 5.3330 -0.8531
C7 -4.3741 4.9406 -1.5293
S1 -3.9863 5.6272 -2.9778
C8 -3.5659 3.8364 -0.9350
C9 -3.9818 3.1041 0.1769
C10 -3.2356 2.0203 0.6003
N2 -2.1167 1.6299 -0.0073
C11 -1.6756 2.3659 -1.0376
C12 -2.3526 3.4634 -1.5173
H1 -6.0151 6.0755 -1.2477
H2 -5.6812 5.0098 0.0730
H3 -4.8919 3.3371 0.7115
H4 -3.5405 1.4368 1.4618
H5 -0.7448 2.0471 -1.4919
H6 -1.9737 4.0201 -2.3606
C13 1.5509 -3.3071 0.9238
C14 2.1372 -1.9016 0.7781
C15 1.9103 -1.1129 2.0742
C16 3.6371 -1.9668 0.4976
P1 1.1427 -0.9849 -0.5396
C17 1.9555 0.6475 -0.6150
C18 3.1369 0.9091 -1.3088
C19 3.7060 2.1719 -1.2676
C20 3.1047 3.1895 -0.5399
C21 1.9355 2.9390 0.1606
C22 1.3690 1.6740 0.1271
C23 1.2449 -1.7813 -2.2534
C24 0.1471 -2.8545 -2.3338
C25 2.5785 -2.4484 -2.5894
C26 0.9098 -0.6777 -3.2668
H7 2.0271 -3.8135 1.7660
H8 1.7230 -3.9136 0.0331
H9 0.4780 -3.2652 1.1236
H10 2.3738 -1.6518 2.9033
H11 0.8484 -1.0061 2.2954
H12 2.3641 -0.1232 2.0242
H13 4.1273 -2.3845 1.3800
H14 4.0597 -0.9773 0.3301
H15 3.8773 -2.6091 -0.3470
H16 3.6257 0.1365 -1.8831
H17 4.6268 2.3603 -1.8037
H18 3.5515 4.1744 -0.5162
H19 1.4659 3.7279 0.7343
H20 0.4737 1.4640 0.7037
H21 0.1995 -3.5668 -1.5075
H22 0.2618 -3.4132 -3.2646
H23 -0.8482 -2.4082 -2.3520
H24 2.7407 -3.3397 -1.9829
H25 3.4337 -1.7882 -2.4669
H26 2.5541 -2.7608 -3.6357
H27 0.0109 -0.1302 -2.9648
H28 0.7076 -1.1320 -4.2389
H29 1.7183 0.0390 -3.3891

<b>
Molecular formula: C26H29Cl5N2PSSn
Method: DFT, ωB97M-V with the def2-TZVPD basis set

Computed properties:
- Kohn-Sham gap (eV) = 7.760
- total charge = +1
- highest occupied orbital energy (eV) = -11.17

CARTESIAN COORDINATES (ANGSTROEM)
Sn1 1.1716 0.6393 1.8136
Cl1 -1.9232 1.6145 3.3444
C1 -1.2859 0.1141 3.9187
C2 -0.1717 -0.3989 3.2761
C3 0.3835 -1.5371 3.8399
Cl2 1.8824 -2.0656 3.1354
C4 -0.1555 -2.2179 4.9245
Cl3 0.5777 -3.6359 5.5493
C5 -1.3240 -1.7045 5.4964
Cl4 -2.0497 -2.5115 6.8185
C6 -1.8836 -0.5226 5.0014
Cl5 -3.2960 0.1252 5.7272
N1 5.6244 -1.5764 -3.5294
C7 5.1460 -2.4493 -2.6259
S1 5.5517 -4.0300 -2.5738
C8 4.2281 -1.8628 -1.6075
C9 4.3981 -0.5739 -1.1151
C10 3.5200 -0.1056 -0.1546
N2 2.5117 -0.8333 0.3316
C11 2.3619 -2.0817 -0.1265
C12 3.1865 -2.6278 -1.0864
H1 6.2584 -1.9148 -4.2350
H2 5.2556 -0.6460 -3.6249
H3 5.2183 0.0548 -1.4314
H4 3.6345 0.8906 0.2590
H5 1.5686 -2.6653 0.3112
H6 3.0486 -3.6456 -1.4197
C13 0.7001 -0.2754 -2.4634
C14 0.0160 0.9702 -1.8996
C15 1.0762 2.0550 -1.6873
C16 -1.0035 1.4943 -2.9172
P1 -0.7586 0.6472 -0.2150
C17 -1.7247 2.1487 0.1091
C18 -3.0585 2.3003 -0.2685
C19 -3.7253 3.4902 -0.0303
C20 -3.0656 4.5504 0.5736
C21 -1.7362 4.4166 0.9393
C22 -1.0729 3.2219 0.7108
C23 -1.8845 -0.8658 -0.2467
C24 -0.9969 -2.0920 -0.0472
C25 -2.6911 -1.0722 -1.5384
C26 -2.8633 -0.7972 0.9322
H7 1.2277 0.0114 -3.3751
H8 -0.0056 -1.0568 -2.7346
H9 1.4357 -0.6944 -1.7737
H10 1.5477 2.2719 -2.6470
H11 1.8596 1.7327 -0.9970
H12 0.6452 2.9845 -1.3164
H13 -0.4713 1.7289 -3.8418
H14 -1.4853 2.4098 -2.5779
H15 -1.7712 0.7622 -3.1579
H16 -3.5885 1.4960 -0.7519
H17 -4.7614 3.5902 -0.3217
H18 -3.5874 5.4791 0.7562
H19 -1.2141 5.2360 1.4124
H20 -0.0335 3.1352 1.0177
H21 -0.2818 -2.2206 -0.8579
H22 -1.6309 -2.9796 -0.0161
H23 -0.4637 -2.0464 0.9058
H24 -2.0601 -1.2368 -2.4087
H25 -3.3660 -0.2482 -1.7566
H26 -3.3056 -1.9650 -1.4121
H27 -2.3423 -0.6849 1.8776
H28 -3.4126 -1.7387 0.9681
H29 -3.5843 0.0093 0.8406

Verdict on stability: <b> comes out at the bottom.

<a>
Molecular formula: C9H13N5
Method: DFT, ωB97M-V with the def2-TZVPD basis set

Computed properties:
- Kohn-Sham gap (eV) = 10.221
- SMILES string = N#CN(C#N)/C1=N/CCCCCCN1
- highest occupied orbital energy (eV) = -9.71

CARTESIAN COORDINATES (ANGSTROEM)
C1 2.2692 -2.9642 -0.0691
C2 0.0979 -3.7805 -0.4262
C3 0.4688 -1.2556 0.5462
C4 -1.0881 0.9665 -1.2497
C5 -0.5303 2.2042 -0.5616
C6 -2.1797 0.2408 -0.5502
C7 0.9853 2.1265 -0.0464
C8 -1.7491 -0.2289 0.8903
C9 1.4980 0.9616 0.8904
N1 3.4228 -2.8843 -0.1923
N2 -0.5986 -4.5225 -0.9576
N3 -0.7784 -1.3113 0.6867
N4 1.5262 -0.4669 0.5112
N5 0.9798 -2.8713 0.0419
H1 -1.3817 1.4139 -2.1380
H2 -0.3922 0.2573 -1.3961
H3 -0.4576 3.0615 -1.0773
H4 -1.2380 2.2674 0.3277
H5 -3.0123 0.9832 -0.3382
H6 -2.4564 -0.5630 -1.0638
H7 1.6036 2.1102 -0.8752
H8 1.2454 2.9886 0.5497
H9 -1.5315 0.6734 1.5340
H10 -2.4321 -0.7683 1.4962
H11 2.5040 1.1111 0.9971
H12 0.8341 1.1843 1.7040
H13 2.3909 -0.9337 0.7662

<b>
Molecular formula: C9H13N5
Method: DFT, ωB97M-V with the def2-TZVPD basis set

Computed properties:
- Kohn-Sham gap (eV) = 8.594
- highest occupied orbital energy (eV) = -8.37

CARTESIAN COORDINATES (ANGSTROEM)
C1 -3.1847 -2.5527 0.4786
C2 -1.7999 -1.0632 -0.1506
C3 0.3415 -0.3659 -1.5281
C4 1.1643 1.5502 -0.4445
C5 1.3971 0.3925 -1.3635
C6 -0.4845 0.6295 0.8688
C7 2.5450 0.2560 -2.2472
C8 -1.5809 1.2746 1.6903
C9 0.3688 -0.4392 1.6504
N1 -2.2869 -1.6371 0.9766
N2 -3.2447 -2.6881 -0.8257
N3 0.3589 1.6661 0.4504
N4 -2.2965 -1.7128 -1.2565
N5 -1.0466 0.0338 -0.2557
H1 -3.6370 -3.2307 1.2145
H2 0.2148 -1.3042 -2.0146
H3 1.6684 2.5115 -0.7134
H4 3.3920 0.6520 -1.6816
H5 2.4203 0.8267 -3.0949
H6 2.6441 -0.8972 -2.4535
H7 -1.1120 1.9742 2.3447
H8 -2.1879 0.5974 2.2056
H9 -2.1969 1.9030 1.0890
H10 0.3963 -1.3209 1.0219
H11 -0.2671 -0.7287 2.5369
H12 1.3356 -0.0006 1.7361
H13 -2.3869 -1.3579 -2.1601

Verdict on stability: <a> comes out at the bottom.

<a>
Molecular formula: C2H5N3O3
Method: DFT, ωB97M-V with the def2-TZVPD basis set

Computed properties:
- Kohn-Sham gap (eV) = 9.178
- highest occupied orbital energy (eV) = -9.67

CARTESIAN COORDINATES (ANGSTROEM)
C1 -0.8048 0.5157 0.0222
C2 1.9826 -0.2640 -0.4503
H1 -3.0246 -1.7334 -1.0128
H2 -1.4886 -1.5188 0.9852
H3 -2.7743 1.2705 0.1982
H4 1.3117 0.7130 1.4307
H5 1.2954 -0.4759 -1.2779
N1 -2.7377 -0.9886 0.1236
N2 -2.1173 0.0906 -0.6213
N3 1.2985 -0.1985 0.8374
O1 -0.3909 1.7384 -0.0248
O2 -0.0457 -0.3968 0.4000
O3 3.2502 -0.3529 -0.3917

<b>
Molecular formula: C2H5N3O3
Method: DFT, ωB97M-V with the def2-TZVPD basis set

Computed properties:
- Kohn-Sham gap (eV) = 9.528
- SMILES string = NN/C(=N\O)OC=O
- highest occupied orbital energy (eV) = -8.74

CARTESIAN COORDINATES (ANGSTROEM)
C1 0.3999 -0.1750 -0.2671
C2 -1.7934 -0.7140 -0.1636
H1 -1.2168 1.7402 0.8208
H2 -1.1812 1.9957 -0.8621
H3 1.3223 1.5139 -0.0753
H4 -2.6232 -0.6004 -0.8747
H5 3.1948 -0.7704 0.6257
N1 -0.6613 1.9702 0.0120
N2 0.4184 1.1372 0.0016
N3 1.4324 -0.9485 -0.1306
O1 -0.6859 -0.7525 -0.8937
O2 -1.7438 -0.7764 1.0653
O3 2.4969 -0.1784 0.2996

Verdict on stability: <a> comes out at the bottom.

<a>
Molecular formula: H4N2S2
Method: DFT, ωB97M-V with the def2-TZVPD basis set

Computed properties:
- Kohn-Sham gap (spin up / spin down) (eV) = 7.929 / 7.062
- highest occupied orbital energy (spin up / spin down) (eV) = -8.43 / -7.84

CARTESIAN COORDINATES (ANGSTROEM)
N1 -2.1868 1.4076 0.4219
N2 2.1559 1.2268 -0.6381
S1 -1.3888 0.3386 -0.5555
S2 1.5040 0.3101 0.5333
H1 -2.3033 2.2509 0.0085
H2 -1.7092 1.4461 1.3876
H3 2.0770 2.2466 -0.3722
H4 2.4850 0.9303 -1.5102

<b>
Molecular formula: H4N2S2
Method: DFT, ωB97M-V with the def2-TZVPD basis set

Computed properties:
- Kohn-Sham gap (spin up / spin down) (eV) = 7.529 / 7.481
- highest occupied orbital energy (spin up / spin down) (eV) = -8.87 / -8.73

CARTESIAN COORDINATES (ANGSTROEM)
N1 1.3057 0.8980 -0.4541
N2 -0.3939 -0.5052 -0.0052
S1 -1.4336 -0.2564 -1.2682
S2 -0.7150 -0.3672 1.6351
H1 1.7748 0.1679 -0.9788
H2 1.8596 0.8294 0.3839
H3 -1.8542 0.9481 -1.1490
H4 -0.5433 -1.7145 1.8364

Verdict on stability: <b> comes out at the bottom.